A structure of composition C33H44AsInN7O4S2. Source: the Open Molecules 2025 dataset; level of theory: wB97M-V/def2-TZVPD.

Structure (ORCA input):
```
! wB97M-V def2-TZVPD RIJCOSX def2/J DEFGRID3
* xyz 1 1
In -0.07 0.28 -0.02
O 2.46 2.01 2.93
C 1.67 1.74 2.06
N 1.26 0.50 1.64
C 1.50 -0.59 2.45
O 2.39 -0.75 3.25
C 0.42 -1.66 2.34
C 0.37 -2.68 3.27
C -0.65 -3.61 3.18
C -1.59 -3.48 2.17
C -1.47 -2.44 1.27
N -0.48 -1.55 1.36
C 0.91 2.88 1.38
C 1.22 4.18 1.72
C 0.50 5.21 1.15
C -0.52 4.90 0.26
C -0.77 3.57 -0.03
N -0.06 2.58 0.51
H 1.13 -2.72 4.04
H -0.72 -4.42 3.90
H -2.41 -4.18 2.07
H -2.16 -2.30 0.45
H 2.02 4.35 2.44
H 0.72 6.24 1.39
H -1.12 5.67 -0.20
H -1.57 3.29 -0.69
C 2.09 2.45 -1.53
N 1.20 1.33 -1.91
C 0.26 1.83 -2.93
C 2.05 0.28 -2.48
C 1.33 -1.04 -2.60
N 0.94 -1.57 -1.29
C 2.13 -2.05 -0.55
C 0.07 -2.75 -1.53
H 2.72 2.71 -2.39
H 2.74 2.16 -0.71
H 1.51 3.33 -1.26
H 0.82 2.24 -3.78
H -0.36 2.61 -2.51
H -0.39 1.03 -3.29
H 2.93 0.18 -1.85
H 2.41 0.59 -3.47
H 1.98 -1.76 -3.11
H 0.42 -0.93 -3.19
H 2.66 -2.80 -1.15
H 1.82 -2.51 0.38
H 2.82 -1.24 -0.32
H 0.56 -3.42 -2.25
H -0.89 -2.43 -1.92
H -0.06 -3.30 -0.60
C -7.74 -2.80 1.19
C -6.56 -1.87 1.00
C -5.45 -1.96 1.83
C -4.37 -1.09 1.68
C -4.42 -0.13 0.68
C -5.54 0.00 -0.14
C -6.59 -0.88 0.03
S -3.05 0.96 0.49
O -2.18 0.81 1.64
O -3.59 2.26 0.19
N -2.12 0.39 -0.73
C -2.60 0.32 -2.05
C -3.53 1.22 -2.59
C -3.92 1.05 -3.91
C -3.38 0.01 -4.66
C -2.45 -0.80 -4.05
N -2.07 -0.66 -2.78
H -7.50 -3.62 1.86
H -8.06 -3.21 0.23
H -8.58 -2.25 1.61
H -5.42 -2.70 2.62
H -3.53 -1.13 2.35
H -5.59 0.79 -0.87
H -7.47 -0.78 -0.61
H -3.90 2.04 -2.00
H -4.64 1.73 -4.35
H -3.66 -0.15 -5.69
H -1.98 -1.61 -4.59
C 6.04 0.15 3.30
As 6.31 0.24 1.39
C 7.18 -1.41 0.90
C 7.62 1.62 1.10
S 4.52 0.59 0.38
H 7.00 0.05 3.81
H 5.41 -0.70 3.52
H 5.53 1.06 3.61
H 8.12 -1.50 1.45
H 7.36 -1.40 -0.17
H 6.52 -2.23 1.15
H 8.51 1.42 1.70
H 7.18 2.57 1.39
H 7.87 1.64 0.05
*
```

Calculated values
M	856.63	g mol⁻¹
total energy	-141236.49874	eV
max |F|	0.26	eV/Å
E_LUMO	-2.3822	eV
HOMO level	-10.330	eV

Here are the Mulliken charges for atoms 1 to 4, given in e: atom 1 (In): 2.08, atom 2 (O): -0.65, atom 3 (C): -0.19, atom 4 (N): 0.30


A structure of composition C33H44CsF5N8O5S in a non-equilibrium geometry. Source: the Open Molecules 2025 dataset; level of theory: wB97M-V/def2-TZVPD.

Structure (ORCA input):
```
! wB97M-V def2-TZVPD RIJCOSX def2/J DEFGRID3
* xyz -2 1
Cs -0.38 -0.68 -0.46
C -7.25 0.49 -3.72
C -5.96 0.50 -4.55
C -6.01 1.69 -5.51
C -5.86 -0.79 -5.38
C -4.76 0.54 -3.62
C -4.62 -0.45 -2.65
C -3.50 -0.42 -1.82
N -2.56 0.49 -1.91
C -2.68 1.45 -2.81
C -3.77 1.51 -3.69
C -1.59 2.44 -2.80
C -1.61 3.60 -3.58
C -0.56 4.51 -3.50
C 0.46 4.21 -2.60
C 0.40 3.03 -1.87
N -0.58 2.17 -1.98
C -0.48 5.76 -4.35
C -1.66 5.92 -5.31
C -0.44 7.00 -3.43
C 0.81 5.70 -5.19
H -8.11 0.48 -4.38
H -7.29 1.38 -3.10
H -7.30 -0.38 -3.08
H -6.89 1.59 -6.14
H -5.14 1.71 -6.16
H -6.08 2.62 -4.96
H -6.71 -0.86 -6.06
H -5.86 -1.67 -4.74
H -4.94 -0.80 -5.96
H -5.35 -1.23 -2.54
H -3.37 -1.17 -1.05
H -3.83 2.30 -4.42
H -2.44 3.79 -4.25
H 1.29 4.88 -2.46
H 1.18 2.76 -1.17
H -2.60 5.99 -4.76
H -1.71 5.08 -6.00
H -1.53 6.83 -5.89
H -1.34 7.04 -2.83
H -0.38 7.90 -4.04
H 0.41 6.97 -2.76
H 0.80 4.81 -5.81
H 1.69 5.66 -4.55
H 0.88 6.58 -5.83
C 5.60 -1.31 1.61
N 4.47 -2.19 1.73
C 4.75 -3.43 2.40
C 3.17 -1.67 1.83
N 2.23 -2.18 2.53
N 2.95 -0.52 1.12
C 3.27 -0.40 -0.22
N 3.60 -1.58 -0.88
N 3.33 0.75 -0.75
H 6.07 -1.15 2.59
H 5.29 -0.36 1.20
H 6.34 -1.76 0.94
H 5.69 -3.82 2.02
H 3.96 -4.15 2.19
H 4.85 -3.32 3.50
H 2.51 -2.94 3.14
H 2.06 -0.02 1.41
H 3.17 -2.40 -0.48
H 3.43 -1.53 -1.88
H 3.54 0.69 -1.75
O -2.13 5.01 5.11
C -3.03 4.33 4.60
O -4.24 4.31 4.87
C -2.59 3.36 3.47
C -3.56 2.79 2.64
C -3.16 1.90 1.66
N -1.91 1.51 1.51
C -0.98 2.04 2.30
C -1.27 3.00 3.26
C 0.43 1.47 2.16
O 1.37 2.12 2.62
O 0.50 0.35 1.59
H -4.59 3.05 2.81
H -3.87 1.44 0.98
H -0.48 3.43 3.86
C -1.03 -2.49 3.11
S -1.70 -0.96 2.33
C -3.14 -0.86 3.49
O -2.28 -1.46 1.07
H -0.81 -2.29 4.14
H -0.11 -2.72 2.57
H -1.76 -3.29 3.00
H -2.74 -0.74 4.49
H -3.76 -1.75 3.42
H -3.70 0.02 3.22
F 0.73 -2.91 -1.09
C 1.12 -3.10 -2.45
F 0.77 -1.85 -3.06
C 0.11 -4.10 -2.99
F 0.33 -4.34 -4.30
F 0.26 -5.30 -2.37
F -1.24 -3.85 -2.92
*
```

Calculated values
M	892.73	g mol⁻¹
total energy	-82066.06972	eV
max |F|	3.82	eV/Å
E_LUMO	3.2835	eV
HOMO level	-2.574	eV

Here are the Mulliken charges for atoms 1 to 4, given in e: atom 1 (Cs): 2.00, atom 2 (C): -1.67, atom 3 (C): 2.15, atom 4 (C): -2.18


A structure of composition C33H45CaN3O8SSi. Source: the Open Molecules 2025 dataset; level of theory: wB97M-V/def2-TZVPD.

Structure (ORCA input):
```
! wB97M-V def2-TZVPD RIJCOSX def2/J DEFGRID3
* xyz -2 1
Ca -1.75 0.79 0.28
C -3.45 -2.24 3.60
C -4.05 -3.31 2.94
C -4.05 -3.32 1.55
C -3.44 -2.27 0.85
C -2.83 -1.17 1.46
C -2.87 -1.21 2.87
C -3.44 -2.33 -0.65
C -3.56 -3.59 -1.33
C -3.60 -3.64 -2.68
C -3.55 -2.43 -3.42
C -3.63 -2.38 -4.84
C -3.58 -1.19 -5.49
C -3.44 0.01 -4.75
C -3.34 0.00 -3.39
C -3.41 -1.24 -2.70
N -3.33 -1.20 -1.33
H -3.44 -2.21 4.69
H -4.53 -4.11 3.49
H -4.54 -4.13 1.03
H -2.43 -0.40 3.44
H -3.57 -4.50 -0.74
H -3.67 -4.59 -3.20
H -3.73 -3.31 -5.39
H -3.64 -1.15 -6.57
H -3.37 0.96 -5.27
H -3.20 0.90 -2.81
O -3.15 4.66 1.24
C -2.86 3.56 0.79
O -2.41 2.54 1.43
C -3.01 3.33 -0.81
O -3.44 4.24 -1.51
O -2.60 2.19 -1.22
C 2.54 -3.34 2.42
C 1.72 -2.88 1.22
C 0.26 -2.71 1.59
C 1.87 -3.84 0.05
O 2.28 -1.64 0.78
Si 1.88 -0.09 1.18
O 0.49 0.47 0.68
O 3.16 0.79 0.61
C 4.10 0.63 -0.45
C 5.22 -0.29 0.05
C 4.64 2.02 -0.73
C 3.45 0.06 -1.70
O 1.97 -0.03 2.84
C 2.00 1.14 3.66
C 3.47 1.51 3.88
C 1.35 0.73 4.98
C 1.24 2.31 3.05
H 2.16 -4.29 2.81
H 2.49 -2.59 3.21
H 3.58 -3.47 2.14
H -0.19 -3.67 1.86
H -0.32 -2.30 0.76
H 0.13 -2.03 2.44
H 1.53 -4.84 0.32
H 2.92 -3.90 -0.24
H 1.29 -3.49 -0.80
H 5.66 0.12 0.96
H 5.99 -0.40 -0.71
H 4.81 -1.28 0.28
H 5.10 2.44 0.16
H 3.82 2.67 -1.04
H 5.38 2.00 -1.54
H 2.99 -0.90 -1.51
H 4.22 -0.08 -2.48
H 2.69 0.73 -2.10
H 3.99 0.68 4.35
H 3.55 2.39 4.51
H 3.95 1.72 2.92
H 1.85 -0.15 5.38
H 0.30 0.48 4.81
H 1.41 1.54 5.71
H 1.72 2.67 2.14
H 1.22 3.14 3.77
H 0.22 2.05 2.81
C -1.22 3.38 -4.16
N -0.23 3.27 -3.11
C -0.17 4.31 -2.09
C 0.46 3.59 -0.88
N 0.71 2.26 -1.41
C 0.20 2.09 -2.63
S 0.16 0.59 -3.41
H -2.22 3.45 -3.71
H -1.14 2.51 -4.80
H -1.02 4.28 -4.75
H -1.17 4.68 -1.88
H 0.45 5.14 -2.43
H -0.22 3.56 -0.02
H 1.39 4.06 -0.55
H 0.83 1.47 -0.76
*
```

Calculated values
M	711.97	g mol⁻¹
total energy	-92966.51273	eV
max |F|	1.00	eV/Å
E_LUMO	4.3091	eV
HOMO level	-2.629	eV

Here are the Mulliken charges for atoms 1 to 4, given in e: atom 1 (Ca): 1.50, atom 2 (C): -0.74, atom 3 (C): -0.62, atom 4 (C): -0.92


A structure of composition C33H45Cl2N2OP3SV in a non-equilibrium geometry. Source: the Open Molecules 2025 dataset; level of theory: wB97M-V/def2-TZVPD.

Structure (ORCA input):
```
! wB97M-V def2-TZVPD RIJCOSX def2/J DEFGRID3
* xyz 2 2
P 1.18 1.51 -4.27
C 2.92 1.72 -4.66
C 3.47 1.16 -5.83
H 2.87 0.51 -6.46
C 4.78 1.46 -6.19
H 5.20 1.03 -7.11
C 5.55 2.31 -5.40
H 6.57 2.55 -5.68
C 5.02 2.86 -4.22
H 5.62 3.52 -3.60
C 3.71 2.55 -3.84
H 3.27 2.96 -2.93
C 0.61 0.18 -5.37
C 1.23 -1.08 -5.24
H 2.15 -1.18 -4.66
C 0.65 -2.19 -5.86
H 1.10 -3.17 -5.70
C -0.47 -2.03 -6.68
H -0.91 -2.90 -7.17
C -1.02 -0.76 -6.88
H -1.88 -0.63 -7.54
C -0.49 0.35 -6.22
H -0.93 1.34 -6.38
C 0.27 2.99 -4.72
C 0.54 3.58 -5.97
H 1.32 3.16 -6.62
C -0.18 4.71 -6.38
H 0.03 5.16 -7.35
C -1.15 5.25 -5.53
H -1.72 6.12 -5.85
C -1.40 4.68 -4.28
H -2.15 5.10 -3.61
C -0.67 3.57 -3.85
H -0.80 3.16 -2.85
V 0.09 0.25 -0.65
C -1.84 -0.80 -0.75
C -2.33 -1.07 -1.97
H -2.39 -1.09 0.17
C -1.55 -0.45 -3.11
O -2.35 0.66 -3.60
H -1.81 1.30 -4.10
C -0.29 -0.03 -2.49
H -1.37 -1.16 -3.94
C 0.65 0.91 -2.53
Cl -0.33 -0.62 1.66
Cl 2.24 1.03 0.26
P 1.34 -1.88 -0.47
C 2.24 -2.35 1.05
H 1.53 -2.69 1.80
H 2.78 -1.47 1.43
H 2.95 -3.15 0.81
C 0.34 -3.38 -0.75
H -0.17 -3.31 -1.72
H -0.41 -3.45 0.04
H 0.99 -4.27 -0.74
C 2.65 -2.00 -1.73
H 3.24 -1.08 -1.72
H 2.19 -2.13 -2.72
H 3.28 -2.87 -1.49
P -3.93 -1.85 -2.35
C -4.47 -2.88 -1.00
C -3.65 -2.83 -3.84
H -4.55 -2.29 -0.07
H -3.76 -3.71 -0.84
H -5.46 -3.29 -1.25
H -3.30 -2.19 -4.65
H -4.60 -3.31 -4.13
H -2.90 -3.60 -3.63
C -5.05 -0.51 -2.70
H -5.20 0.09 -1.79
H -6.01 -0.90 -3.05
H -4.59 0.13 -3.46
H 1.30 1.29 -1.70
S -1.05 2.31 0.05
C -0.89 2.52 1.75
N -1.99 2.45 2.54
C -1.87 2.03 3.94
C -0.71 2.77 4.57
C 0.55 2.58 3.75
N 0.29 2.77 2.32
H -2.84 2.19 2.04
H -1.72 0.94 3.99
H -2.82 2.26 4.43
H -0.55 2.41 5.59
H -0.95 3.84 4.64
H 0.97 1.58 3.91
H 1.31 3.31 4.05
H 1.10 2.65 1.70
*
```

Calculated values
M	732.57	g mol⁻¹
total energy	-129401.38957	eV
max |F|	4.47	eV/Å
E_LUMO (alpha / beta)	-5.7531 / -5.7178	eV
HOMO level (alpha / beta)	-13.061 / -13.195	eV

Here are the Mulliken charges for atoms 1 to 4, given in e: atom 1 (P): 1.33, atom 2 (C): 0.63, atom 3 (C): 0.12, atom 4 (H): 0.37


A structure of composition C33H45ClN4OP2STa in a non-equilibrium geometry. Source: the Open Molecules 2025 dataset; level of theory: wB97M-V/def2-TZVPD.

Structure (ORCA input):
```
! wB97M-V def2-TZVPD RIJCOSX def2/J DEFGRID3
* xyz 1 1
Ta -0.82 0.39 0.61
C -0.06 5.69 0.60
C -0.39 4.30 1.14
C 0.23 4.05 2.52
P 0.06 2.87 0.04
C -0.03 3.49 -1.71
C 0.69 2.52 -2.66
C -1.47 3.73 -2.17
C 1.84 2.60 0.19
C 2.79 3.57 -0.13
C 4.13 3.26 -0.19
C 4.51 1.94 0.01
C 3.58 0.97 0.33
C 2.22 1.29 0.49
N 1.27 0.32 0.89
C 1.83 -0.76 1.64
C 2.67 -0.52 2.73
C 3.21 -1.57 3.44
C 2.95 -2.88 3.07
C 2.09 -3.13 2.01
C 1.51 -2.08 1.31
P 0.21 -2.17 0.04
C -0.63 -3.82 0.17
C 0.15 -5.03 -0.35
C -1.11 -4.07 1.60
C 1.18 -2.10 -1.56
C 2.56 -2.74 -1.47
C 0.40 -2.64 -2.76
H -0.41 6.43 1.33
H -0.57 5.89 -0.34
H 1.00 5.85 0.47
H -1.48 4.24 1.23
H 1.31 4.17 2.47
H 0.01 3.05 2.89
H -0.16 4.77 3.24
H 0.51 4.44 -1.69
H 0.32 1.51 -2.53
H 1.77 2.52 -2.48
H 0.52 2.83 -3.69
H -1.97 2.78 -2.37
H -1.46 4.31 -3.09
H -2.06 4.27 -1.43
H 2.46 4.57 -0.37
H 4.86 4.02 -0.43
H 5.55 1.66 -0.10
H 3.91 -0.05 0.45
H 2.88 0.50 3.02
H 3.85 -1.37 4.30
H 3.39 -3.71 3.61
H 1.87 -4.15 1.74
H -1.51 -3.69 -0.47
H 1.08 -5.18 0.19
H 0.36 -4.96 -1.41
H -0.47 -5.93 -0.20
H -0.29 -4.35 2.26
H -1.84 -4.88 1.61
H -1.59 -3.19 2.03
H 1.32 -1.02 -1.69
H 2.50 -3.81 -1.29
H 3.17 -2.29 -0.69
H 3.09 -2.59 -2.42
H 0.57 -3.71 -2.89
H 0.72 -2.14 -3.67
H -0.68 -2.49 -2.66
N -2.79 -1.33 4.38
C -2.33 -1.06 3.14
S -0.71 -0.42 3.04
N -3.08 -1.34 2.13
N -2.61 -1.01 0.89
C -3.26 -1.52 -0.09
C -3.07 -1.28 -1.50
C -4.00 -1.87 -2.37
C -3.96 -1.68 -3.73
C -2.97 -0.84 -4.26
C -2.04 -0.25 -3.44
C -2.05 -0.47 -2.06
O -1.09 0.06 -1.31
H -2.21 -1.13 5.18
H -3.69 -1.76 4.50
H -4.09 -2.19 0.17
H -4.77 -2.50 -1.94
H -4.68 -2.15 -4.38
H -2.93 -0.67 -5.33
H -1.27 0.38 -3.86
Cl -2.96 1.82 0.03
C -2.32 1.63 1.68
H -3.10 1.16 2.27
H -2.13 2.62 2.09
*
```

Calculated values
M	824.17	g mol⁻¹
total energy	-86444.72946	eV
max |F|	1.18	eV/Å
E_LUMO	-2.9760	eV
HOMO level	-10.309	eV

Here are the Mulliken charges for atoms 1 to 4, given in e: atom 1 (Ta): -1.10, atom 2 (C): -1.51, atom 3 (C): 0.65, atom 4 (C): -1.46